# 1
Entry from the OMol25 dataset: a 2-piece molecular cluster, C5H11NO2 overall (ωB97M-V/def2-TZVPD).

Results
multiplicity	1
relative energy (zero: lowest compared OMol25 entry of this formula, charge and spin)	19.3	kcal per mole
LUMO level	0.9	eV
SMILES	COC(N)=O.C=CC
net charge	0

Each atom is followed by the atoms it is bonded to, with distances in Å.
CARTESIAN COORDINATES (ANGSTROEM)
1 C 1.19553 -1.03356 0.76818  C2 1.320, C4 1.490, H9 1.083
2 C 0.08213 -1.42402 1.35942  C1 1.320, H12 1.079, H13 1.077
3 C -1.22296 -0.46926 -2.25946  O7 1.418, H14 1.092, H15 1.087, H16 1.092
4 C 2.02807 0.12573 1.19678  C1 1.490, H17 1.089, H18 1.090, H19 1.088
5 C -0.78936 1.15630 -0.63173  N6 1.354, O7 1.350, O8 1.203
6 N -1.27072 1.71838 0.50254  C5 1.354, H10 1.004, H11 1.004
7 O -1.62498 0.19013 -1.06968  C3 1.418, C5 1.350
8 O 0.21810 1.49775 -1.19448  C5 1.203
9 H 1.55937 -1.55972 -0.10544  C1 1.083
10 H -2.04337 1.28513 0.97475  N6 1.004
11 H -0.67809 2.35278 1.00657  N6 1.004
12 H -0.30088 -0.91986 2.23266  C2 1.079
13 H -0.49421 -2.26196 1.00570  C2 1.077
14 H -0.94207 0.25815 -3.02330  C3 1.092
15 H -2.07795 -1.05692 -2.58425  C3 1.087
16 H -0.36888 -1.11940 -2.05822  C3 1.092
17 H 3.06258 -0.18307 1.34095  C4 1.089
18 H 2.01373 0.88654 0.41617  C4 1.090
19 H 1.65394 0.55687 2.12284  C4 1.088

Okay, here come the Mulliken numbers, in e, for every atom:
1 C 0.152
2 C -0.766
3 C -0.588
4 C -1.062
5 C 0.741
6 N -0.384
7 O -0.381
8 O -0.607
9 H 0.314
10 H 0.215
11 H 0.252
12 H 0.252
13 H 0.257
14 H 0.291
15 H 0.249
16 H 0.222
17 H 0.370
18 H 0.202
19 H 0.272

---

# 2
Entry from the OMol25 dataset: the molecule C2H3N3O (ωB97M-V/def2-TZVPD).

Results
multiplicity	1
relative energy (zero: lowest compared OMol25 entry of this formula, charge and spin)	89.3	kcal per mole
LUMO level	0.7	eV
SMILES	[H]/N=c1/nco[nH]1
net charge	0

Each atom is followed by the atoms it is bonded to, with distances in Å.
CARTESIAN COORDINATES (ANGSTROEM)
1 C 0.55146 0.56704 -0.19684  N6 1.213, N7 1.518, N8 1.367
2 C -1.25595 -0.26069 0.65856  H4 1.160, N7 1.257, O9 1.395
3 H 2.25423 0.79001 -0.90174  N6 1.179
4 H -2.14123 -0.63290 1.30962  C2 1.160
5 H 1.28364 -1.28431 -0.75063  N8 0.904
6 N 1.29173 1.41906 -0.64163  C1 1.213, H3 1.179
7 N -0.75035 0.88127 0.51881  C1 1.518, C2 1.257
8 N 0.62280 -0.78466 -0.38925  C1 1.367, H5 0.904, O9 1.530
9 O -0.66486 -1.41508 0.14461  C2 1.395, N8 1.530

Okay, here come the Mulliken numbers, in e, for every atom:
1 C 0.373
2 C 0.177
3 H 0.246
4 H 0.302
5 H 0.137
6 N -0.515
7 N -0.403
8 N -0.019
9 O -0.298

---

# 3
Entry from the OMol25 dataset: a 2-piece molecular cluster, C4H4BrFO overall (ωB97M-V/def2-TZVPD).

Results
multiplicity	1
relative energy (zero: lowest compared OMol25 entry of this formula, charge and spin)	33.6	kcal per mole
LUMO level	0.1	eV
net charge	0

Each atom is followed by the atoms it is bonded to, with distances in Å.
CARTESIAN COORDINATES (ANGSTROEM)
1 C 1.21261 -0.20099 -0.22468  C2 1.338, C3 1.454, H8 1.029
2 C 0.66590 0.47668 -1.24079  C1 1.338, O5 1.423, H9 1.067
3 C 0.28063 -0.31773 0.88506  C1 1.454, C4 1.551, H10 1.016, H11 1.061
4 C -0.99247 0.28475 0.23478  C3 1.551, O5 1.308, Br7 1.876
5 O -0.66931 0.83748 -0.90620  C2 1.423, C4 1.308
6 F -1.84037 -1.35968 -0.51361  no bonds
7 Br -2.37554 1.05103 1.24349  C4 1.876
8 H 2.19423 -0.50368 -0.28713  C1 1.029
9 H 0.84223 0.85174 -2.22403  C2 1.067
10 H 0.01329 -1.22513 1.25621  C3 1.016
11 H 0.66880 0.10552 1.77691  C3 1.061

Okay, here come the Mulliken numbers, in e, for every atom:
1 C -0.307
2 C -0.313
3 C -0.811
4 C 0.714
5 O -0.265
6 F -0.594
7 Br -0.060
8 H 0.440
9 H 0.441
10 H 0.401
11 H 0.353

---

# 4
Entry from the OMol25 dataset: the molecule C5H11NO (ωB97M-V/def2-TZVPD).

Results
multiplicity	1
relative energy (zero: lowest compared OMol25 entry of this formula, charge and spin)	17.9	kcal per mole
LUMO level	0.9	eV
SMILES	CC(C)N(C)C=O
net charge	0

Each atom is followed by the atoms it is bonded to, with distances in Å.
CARTESIAN COORDINATES (ANGSTROEM)
1 C 1.43167 0.97761 -0.52603  C2 1.535, H8 1.094, H9 1.092, H10 1.101
2 C 0.03917 0.36593 -0.73496  C1 1.535, C3 1.537, N4 1.465, H11 1.095
3 C 0.14330 -1.03925 -1.34851  C2 1.537, H12 1.105, H13 1.087, H14 1.098
4 N -0.70970 0.25679 0.51932  C2 1.465, C5 1.452, C6 1.356
5 C -0.04104 0.22701 1.80742  N4 1.452, H15 1.100, H16 1.089, H17 1.093
6 C -1.93685 -0.31171 0.42233  N4 1.356, O7 1.217, H18 1.093
7 O -2.64110 -0.34866 -0.56934  C6 1.217
8 H 2.01678 0.37303 0.17375  C1 1.094
9 H 1.94595 0.95611 -1.48916  C1 1.092
10 H 1.45900 2.01734 -0.16403  C1 1.101
11 H -0.52808 1.02520 -1.40106  C2 1.095
12 H -0.80582 -1.59074 -1.47752  C3 1.105
13 H 0.56412 -0.95808 -2.34780  C3 1.087
14 H 0.78498 -1.66457 -0.71409  C3 1.098
15 H 0.69533 -0.57957 1.93820  C5 1.100
16 H 0.46287 1.17806 1.97337  C5 1.089
17 H -0.78731 0.12322 2.59965  C5 1.093
18 H -2.16827 -0.82138 1.36140  C6 1.093

Okay, here come the Mulliken numbers, in e, for every atom:
1 C -1.513
2 C 0.454
3 C -1.272
4 N 0.136
5 C -0.957
6 C 0.011
7 O -0.559
8 H 0.356
9 H 0.415
10 H 0.343
11 H 0.223
12 H 0.399
13 H 0.366
14 H 0.270
15 H 0.284
16 H 0.301
17 H 0.423
18 H 0.321